Computed, not measured: a structure of composition C26H80CdN6O13 at a distorted geometry, with ωB97M-V/def2-TZVPD.

Last column: Löwdin charge in e.
Positions of all 126 atoms, in Å:
1 Cd -1.289 3.781 -0.695  0.97
2 O -0.287 0.674 -1.168  -0.30
3 C -1.068 -0.452 -0.745  -0.28
4 C -2.701 -0.245 -0.737  -0.32
5 O -3.222 1.022 -0.500  -0.26
6 H -0.798 -0.842 0.236  0.09
7 H -0.925 -1.291 -1.425  0.09
8 H -3.247 -0.908 -0.067  0.10
9 H -3.096 -0.514 -1.717  0.09
10 C 2.954 7.141 1.378  -0.07
11 C 2.081 5.901 1.244  -0.42
12 C 1.383 5.345 2.566  -0.19
13 O 0.424 4.370 2.231  -0.28
14 C 0.019 3.482 3.278  -0.10
15 N 1.085 6.085 0.188  0.00
16 H 3.550 7.342 0.488  0.08
17 H 3.684 7.015 2.178  0.08
18 H 2.269 7.965 1.579  0.08
19 H 2.652 5.058 0.854  0.13
20 H 0.942 6.154 3.150  0.12
21 H 2.126 4.841 3.183  0.12
22 H 0.505 2.510 3.198  0.09
23 H -1.024 3.230 3.084  0.08
24 H 0.068 3.944 4.264  0.09
25 H 0.527 6.908 0.365  0.07
26 H 1.571 6.483 -0.603  0.06
27 C -5.533 -4.449 -4.891  -0.06
28 C -6.739 -4.460 -3.893  -0.46
29 C -6.757 -5.432 -2.737  -0.15
30 O -6.588 -6.811 -3.274  -0.20
31 C -6.525 -7.849 -2.297  -0.12
32 N -6.886 -3.069 -3.562  0.03
33 H -4.542 -4.360 -4.447  0.07
34 H -5.537 -3.656 -5.639  0.08
35 H -5.531 -5.419 -5.387  0.07
36 H -7.580 -4.745 -4.526  0.13
37 H -7.692 -5.307 -2.192  0.12
38 H -5.860 -5.286 -2.136  0.13
39 H -7.486 -7.765 -1.788  0.08
40 H -5.743 -7.856 -1.538  0.08
41 H -6.629 -8.852 -2.710  0.08
42 H -5.941 -2.736 -3.434  0.07
43 H -7.342 -3.104 -2.661  0.06
44 C 8.013 4.233 -0.306  -0.09
45 C 8.209 3.613 1.054  -0.48
46 C 8.363 2.093 1.009  -0.19
47 O 7.225 1.337 0.552  -0.18
48 C 6.252 1.267 1.612  -0.11
49 N 9.390 4.164 1.618  0.03
50 H 7.217 3.734 -0.859  0.07
51 H 8.856 4.127 -0.988  0.08
52 H 7.872 5.310 -0.386  0.08
53 H 7.288 3.970 1.514  0.13
54 H 8.713 1.686 1.958  0.12
55 H 9.125 2.005 0.236  0.13
56 H 5.545 2.097 1.607  0.08
57 H 6.657 0.973 2.580  0.09
58 H 5.489 0.500 1.476  0.08
59 H 9.318 5.171 1.639  0.08
60 H 10.248 3.849 1.189  0.08
61 C -0.623 -6.207 1.781  -0.08
62 C 0.366 -6.722 2.814  -0.44
63 C 1.451 -5.644 2.938  -0.27
64 O 2.275 -6.173 3.921  -0.18
65 C 3.638 -5.695 3.675  -0.08
66 N -0.326 -6.894 4.081  0.05
67 H -0.236 -6.263 0.764  0.08
68 H -0.961 -5.205 2.047  0.08
69 H -1.457 -6.908 1.757  0.07
70 H 0.943 -7.570 2.445  0.15
71 H 1.007 -4.713 3.289  0.13
72 H 1.886 -5.499 1.949  0.12
73 H 4.278 -5.957 4.517  0.08
74 H 3.595 -4.606 3.668  0.08
75 H 4.158 -6.083 2.799  0.08
76 H -0.833 -7.749 3.905  0.07
77 H -1.111 -6.261 4.150  0.07
78 C 8.695 -6.138 -2.986  -0.10
79 C 8.466 -4.690 -2.823  -0.43
80 C 7.003 -4.249 -3.414  -0.14
81 O 5.973 -5.011 -2.730  -0.21
82 C 4.635 -4.587 -2.909  -0.12
83 N 8.469 -4.422 -1.405  0.02
84 H 7.984 -6.705 -2.385  0.08
85 H 9.732 -6.340 -2.717  0.08
86 H 8.535 -6.458 -4.016  0.08
87 H 9.336 -4.154 -3.202  0.13
88 H 6.897 -4.406 -4.488  0.11
89 H 6.911 -3.168 -3.309  0.11
90 H 3.908 -5.210 -2.388  0.08
91 H 4.325 -4.470 -3.947  0.08
92 H 4.434 -3.596 -2.501  0.08
93 H 8.506 -3.425 -1.244  0.07
94 H 7.603 -4.744 -0.998  0.07
95 C -7.500 4.811 4.146  -0.06
96 C -8.562 4.914 3.115  -0.49
97 C -9.536 6.143 3.299  -0.14
98 O -10.437 5.921 4.384  -0.19
99 C -11.115 4.749 4.444  -0.17
100 N -7.891 4.983 1.850  0.02
101 H -6.969 3.862 4.068  0.08
102 H -8.045 4.834 5.090  0.08
103 H -6.777 5.604 3.955  0.09
104 H -9.121 3.983 3.025  0.12
105 H -10.132 6.436 2.435  0.12
106 H -8.961 7.030 3.564  0.13
107 H -11.260 4.261 3.480  0.09
108 H -12.086 4.812 4.935  0.09
109 H -10.560 4.063 5.084  0.08
110 H -7.548 4.037 1.763  0.08
111 H -8.586 5.107 1.128  0.07
112 O -1.921 4.153 -4.177  -0.11
113 H -1.029 4.180 -4.524  0.02
114 H -2.456 4.561 -4.857  0.03
115 O -6.767 3.468 -3.639  -0.06
116 H -7.148 2.678 -4.021  0.03
117 H -6.112 3.144 -3.020  0.03
118 O 4.477 1.566 -2.880  -0.05
119 H 3.745 1.373 -2.294  0.03
120 H 5.212 1.073 -2.517  0.03
121 O -3.496 6.310 0.127  -0.11
122 H -3.786 7.143 -0.244  0.03
123 H -4.291 5.917 0.486  0.03
124 O 2.028 0.095 -5.493  -0.05
125 H 2.800 0.477 -5.076  0.01
126 H 1.316 0.260 -4.876  0.03

Calculated values
HOMO-LUMO gap	0.174	hartree
energy	-2512.46904	hartree